No. 1
{
  "formula": "C3H3NO",
  "method": "ωB97M-V with the def2-TZVPD basis set",
  "species": ["C", "C", "O", "C", "N", "H", "H", "H"],
  "positions_angstrom": [[0.821, 0.574, -0.020], [-0.210, -0.405, 0.452], [0.041, -1.245, 1.273], [-1.460, -0.516, -0.355], [-2.457, -0.626, -0.935], [1.451, 0.888, 0.810], [1.366, -0.171, -0.582], [0.477, 1.445, -0.595]],
  "forces_ev_per_a": [[-0.3858, 0.1977, 0.4529], [0.0612, -0.3004, -0.1634], [-0.4383, 0.2103, 0.1971], [-1.2195, -0.0221, -0.2610], [1.2268, 0.1758, 0.5868], [-0.0613, -0.0755, 0.0254], [0.7845, 0.4313, -0.8454], [0.0325, -0.6173, 0.0075]],
  "gap_ev": 10.90,
  "e_lumo_ev": -0.342,
  "de_lowest_kj_mol": 44.47,
  "e_homo_ev": -11.2
}



No. 2
{
  "formula": "C4H5Br3O",
  "method": "ωB97M-V with the def2-TZVPD basis set",
  "species": ["C", "C", "C", "C", "O", "Br", "Br", "Br", "H", "H", "H", "H", "H"],
  "positions_angstrom": [[0.283, 1.703, 0.699], [-1.227, -0.759, -0.701], [-0.076, -0.905, 0.271], [0.985, 0.405, 0.204], [-0.029, 2.582, -0.090], [0.980, -2.365, -0.276], [2.397, 0.074, 1.488], [1.685, 0.709, -1.590], [-0.053, 1.784, 1.849], [-0.884, -0.765, -1.789], [-1.828, -1.680, -0.532], [-1.754, 0.272, -0.809], [-0.479, -1.054, 1.276]],
  "forces_ev_per_a": [[-1.5536, 1.2318, -0.3577], [-0.3901, 1.0125, -2.4148], [0.9891, 2.9627, -0.8837], [-1.5136, -0.6594, 0.8340], [0.6072, -1.4580, 1.8100], [0.2659, -1.4035, 0.0518], [0.1140, 0.1683, 0.0059], [-0.2466, -0.2308, 0.6291], [0.9561, -0.4664, -2.1662], [0.0564, -0.6330, 1.4080], [-0.3001, 1.1103, -0.3276], [0.4088, -1.8073, 1.3854], [0.6064, 0.1728, 0.0258]],
  "gap_ev": 10.06,
  "e_lumo_ev": -0.103,
  "de_lowest_kj_mol": 41.48,
  "e_homo_ev": -10.2
}



No. 3
{
  "formula": "C5H7NO2",
  "method": "ωB97M-V with the def2-TZVPD basis set",
  "species": ["C", "C", "C", "C", "C", "H", "H", "H", "H", "H", "H", "H", "N", "O", "O"],
  "positions_angstrom": [[-0.367, 0.204, 0.294], [0.249, -1.118, 0.439], [1.182, -0.554, -0.759], [-0.094, 0.140, -1.303], [0.748, 1.066, 0.704], [-1.654, 1.375, 1.303], [-2.227, -0.204, 0.880], [0.687, -1.466, 1.393], [-0.428, -1.913, 0.111], [1.855, -1.157, -1.327], [-0.072, 0.972, -1.921], [-0.661, -0.623, -1.793], [-1.671, 0.667, 0.541], [1.825, 0.556, 0.081], [0.628, 2.055, 1.355]],
  "forces_ev_per_a": [[-1.5194, 1.7157, -3.1748], [0.8541, -2.7423, -0.9407], [-1.4049, 0.8388, 2.6058], [1.7051, -2.3186, 2.3493], [-0.4696, 0.4891, -0.8886], [-0.1453, -0.7214, -0.5211], [0.8223, 2.3408, -0.5955], [0.1128, 0.6016, -0.4186], [0.1285, 0.0012, -0.2675], [0.7700, 0.0395, -0.0350], [0.4233, 1.9117, -0.7399], [-0.8535, -0.4722, 0.0555], [-2.0021, -1.8281, 2.8263], [0.6479, -0.4919, -0.9471], [0.9308, 0.6359, 0.6919]],
  "gap_ev": 10.46,
  "e_lumo_ev": 0.841,
  "de_lowest_kj_mol": 179.88,
  "e_homo_ev": -9.6
}



No. 4
{
  "formula": "C39H29BrN9OTi",
  "method": "ωB97M-V with the def2-TZVPD basis set",
  "species": ["Ti", "N", "C", "N", "C", "N", "N", "C", "C", "C", "C", "C", "C", "N", "C", "C", "C", "C", "C", "C", "H", "H", "H", "H", "H", "H", "H", "H", "H", "H", "H", "Br", "C", "C", "C", "C", "O", "C", "C", "N", "C", "C", "C", "C", "C", "C", "C", "C", "N", "C", "C", "H", "H", "H", "H", "H", "H", "H", "H", "H", "H", "N", "C", "C", "C", "C", "C", "C", "C", "C", "N", "C", "H", "H", "H", "H", "H", "H", "H", "H"],
  "positions_angstrom": [[0.162, 0.167, -0.242], [4.477, 0.945, 0.156], [3.305, 0.605, -0.378], [2.196, 1.245, -0.175], [2.176, 2.306, 0.709], [1.068, 2.923, 0.977], [0.006, 2.297, 0.361], [-1.047, 2.989, 0.167], [-2.156, 2.329, -0.525], [-3.354, 2.981, -0.781], [-4.347, 2.301, -1.467], [-4.108, 0.999, -1.878], [-2.886, 0.419, -1.579], [-1.924, 1.062, -0.918], [3.421, 2.736, 1.332], [3.494, 3.814, 2.220], [4.701, 4.163, 2.783], [5.855, 3.441, 2.472], [5.805, 2.373, 1.602], [4.582, 2.026, 1.035], [5.293, 0.392, -0.054], [3.294, -0.269, -1.018], [-1.109, 4.029, 0.475], [-3.495, 3.999, -0.446], [-5.294, 2.780, -1.680], [-4.851, 0.435, -2.423], [-2.655, -0.594, -1.889], [2.589, 4.361, 2.442], [4.759, 5.000, 3.466], [6.801, 3.719, 2.917], [6.699, 1.811, 1.361], [0.679, -6.552, 2.710], [0.904, -4.776, 2.089], [1.599, -3.863, 2.877], [1.729, -2.559, 2.429], [1.173, -2.154, 1.221], [1.305, -0.875, 0.847], [0.474, -3.083, 0.402], [-0.104, -2.769, -0.859], [-0.104, -1.528, -1.419], [-0.368, -1.371, -2.759], [-0.835, -2.328, -3.651], [-1.066, -1.998, -4.999], [-0.827, -0.747, -5.498], [-0.323, 0.253, -4.632], [-0.010, 1.563, -5.048], [0.495, 2.464, -4.147], [0.670, 2.065, -2.817], [0.372, 0.854, -2.387], [-0.105, -0.060, -3.274], [0.367, -4.410, 0.880], [2.017, -4.166, 3.827], [2.252, -1.821, 3.025], [-0.489, -3.606, -1.431], [-1.032, -3.339, -3.329], [-1.440, -2.771, -5.658], [-1.004, -0.511, -6.539], [-0.165, 1.843, -6.083], [0.758, 3.470, -4.441], [1.063, 2.758, -2.083], [-0.160, -5.142, 0.280], [-1.550, -0.768, 1.111], [-1.342, -1.268, 2.443], [-1.689, -2.534, 2.811], [-1.423, -2.996, 4.118], [-0.835, -2.181, 5.038], [-0.481, -0.856, 4.687], [0.134, 0.045, 5.585], [0.447, 1.303, 5.162], [0.147, 1.667, 3.832], [-0.421, 0.866, 2.967], [-0.736, -0.390, 3.380], [-1.986, -1.489, 0.542], [-2.193, 0.016, 1.170], [-2.146, -3.203, 2.092], [-1.687, -4.013, 4.378], [-0.629, -2.534, 6.041], [0.347, -0.275, 6.598], [0.917, 2.020, 5.822], [0.392, 2.663, 3.476]],
  "forces_ev_per_a": [[0.0064, 0.1424, -0.2080], [-0.0276, -0.0103, -0.0157], [0.0601, 0.0292, -0.0054], [0.1099, -0.0786, 0.1117], [-0.0148, 0.2116, 0.0354], [-0.0339, -0.0410, -0.0763], [-0.1947, 0.0420, -0.0013], [0.0227, -0.0617, -0.0362], [0.0180, 0.0339, 0.0170], [0.0315, -0.0497, -0.0164], [-0.0012, 0.0062, 0.0058], [-0.0292, -0.0002, -0.0213], [0.0337, 0.0197, 0.0195], [-0.0948, 0.0053, 0.0153], [0.0809, 0.0017, -0.0244], [-0.0233, -0.0264, -0.0340], [0.0044, 0.0038, 0.0018], [0.0175, 0.0094, 0.0175], [-0.0134, -0.0072, -0.0139], [0.0192, 0.0192, 0.0204], [0.0061, 0.0080, 0.0023], [-0.0087, -0.0078, 0.0072], [-0.0141, 0.0086, 0.0050], [-0.0046, -0.0003, 0.0025], [0.0049, 0.0042, -0.0030], [0.0033, -0.0001, 0.0016], [-0.0201, -0.0006, 0.0033], [0.0013, 0.0067, 0.0043], [-0.0007, -0.0022, 0.0001], [-0.0045, 0.0010, -0.0003], [-0.0045, -0.0013, -0.0022], [0.0003, -0.0141, 0.0084], [0.0003, 0.0145, -0.0131], [0.0260, 0.0186, 0.0405], [-0.0034, -0.0969, -0.0693], [-0.0639, 0.0009, -0.0451], [0.1307, -0.1833, 0.0883], [0.0424, -0.0606, 0.0936], [-0.0198, -0.0040, 0.0039], [-0.0580, -0.0551, -0.0449], [0.0246, 0.0148, -0.0236], [-0.0036, 0.0316, 0.0307], [-0.0134, -0.0177, -0.0374], [0.0011, 0.0025, -0.0150], [0.0134, -0.0120, -0.0006], [0.0143, 0.0238, 0.0194], [-0.0127, -0.0154, -0.0124], [0.0117, 0.0110, 0.0241], [0.0478, 0.0587, 0.0013], [-0.0199, -0.0372, 0.0525], [-0.0225, 0.0026, -0.0282], [-0.0011, -0.0072, -0.0051], [-0.0032, 0.0171, -0.0038], [-0.0099, 0.0036, 0.0002], [0.0075, 0.0028, 0.0088], [0.0000, 0.0061, -0.0020], [-0.0012, -0.0063, 0.0031], [-0.0013, -0.0072, -0.0011], [-0.0020, -0.0005, -0.0037], [0.0002, -0.0020, 0.0009], [0.0038, -0.0005, 0.0060], [-0.0257, 0.0748, 0.1452], [0.0231, 0.0555, -0.0072], [0.0218, 0.0231, 0.0240], [-0.0411, -0.0657, -0.0105], [0.0141, -0.0057, 0.0327], [-0.0039, 0.0108, 0.0004], [-0.0126, -0.0046, -0.0223], [0.0149, -0.0101, 0.0040], [-0.0220, 0.0399, 0.0111], [0.0077, -0.0012, 0.0270], [-0.0119, -0.0556, -0.0573], [0.0005, -0.0207, 0.0143], [0.0191, 0.0095, -0.0173], [-0.0038, 0.0036, -0.0105], [0.0041, 0.0048, 0.0017], [0.0001, 0.0044, -0.0031], [-0.0053, -0.0069, -0.0017], [-0.0020, 0.0042, -0.0070], [0.0051, -0.0143, -0.0117]],
  "charge": 1,
  "multiplicity": 3,
  "gap_ev": [4.23, 6.26],
  "e_lumo_ev": [-3.376, -3.455],
  "de_lowest_kj_mol": 0.00,
  "e_homo_ev": [-7.6, -9.7]
}



No. 5
{
  "formula": "C17H46B3NO13S",
  "method": "ωB97M-V with the def2-TZVPD basis set",
  "species": ["N", "B", "O", "B", "O", "B", "C", "S", "O", "O", "O", "H", "H", "H", "H", "H", "H", "C", "O", "C", "C", "O", "C", "H", "H", "H", "H", "H", "H", "H", "H", "H", "H", "C", "O", "C", "C", "O", "C", "H", "H", "H", "H", "H", "H", "H", "H", "H", "H", "C", "O", "C", "C", "O", "C", "H", "H", "H", "H", "H", "H", "H", "H", "H", "H", "C", "O", "C", "C", "O", "C", "H", "H", "H", "H", "H", "H", "H", "H", "H", "H"],
  "positions_angstrom": [[-3.857, 0.060, -0.807], [-3.461, -1.392, -0.509], [-2.029, -1.813, -0.529], [-1.865, -3.109, -1.232], [-3.146, -3.799, -1.620], [-3.960, -3.675, -0.359], [-4.069, -4.923, 0.707], [-3.119, -4.596, 2.311], [-1.608, -4.220, 2.054], [-3.777, -3.493, 3.205], [-4.593, -2.325, -0.169], [-3.210, 0.634, -0.211], [-4.830, 0.203, -0.405], [-0.846, -3.648, -1.463], [-3.561, -5.861, 0.173], [-5.197, -5.126, 0.999], [-3.163, -5.787, 3.092], [-0.419, 1.636, 1.447], [-1.390, 2.569, 0.985], [-2.346, 2.901, 1.997], [-2.039, 4.265, 2.623], [-0.819, 4.231, 3.370], [0.264, 4.820, 2.656], [0.394, 1.598, 0.717], [-0.003, 1.925, 2.414], [-0.870, 0.641, 1.522], [-2.393, 2.119, 2.764], [-3.324, 2.951, 1.508], [-2.837, 4.515, 3.330], [-2.009, 5.052, 1.859], [0.154, 5.908, 2.650], [0.328, 4.448, 1.630], [1.193, 4.565, 3.174], [4.577, 0.061, -3.289], [3.595, 0.825, -3.983], [2.263, 0.475, -3.593], [1.680, 1.507, -2.623], [2.368, 1.486, -1.368], [3.295, 2.562, -1.245], [5.553, 0.522, -3.459], [4.389, 0.035, -2.214], [4.596, -0.960, -3.685], [2.232, -0.532, -3.162], [1.656, 0.468, -4.505], [0.637, 1.246, -2.417], [1.694, 2.513, -3.060], [2.754, 3.496, -1.074], [3.929, 2.657, -2.131], [3.936, 2.363, -0.382], [-6.975, 1.742, 3.045], [-6.602, 0.659, 2.199], [-6.480, -0.572, 2.919], [-7.708, -1.463, 2.708], [-8.875, -0.888, 3.304], [-9.721, -0.266, 2.340], [-7.267, 2.585, 2.414], [-7.817, 1.485, 3.691], [-6.118, 2.042, 3.658], [-6.308, -0.387, 3.986], [-5.600, -1.088, 2.522], [-7.537, -2.422, 3.206], [-7.872, -1.663, 1.641], [-10.243, -1.031, 1.760], [-9.161, 0.391, 1.669], [-10.461, 0.336, 2.873], [9.624, -2.980, -1.785], [10.440, -2.103, -2.556], [9.827, -1.749, -3.800], [9.218, -0.345, -3.738], [8.105, -0.302, -2.840], [8.448, 0.283, -1.586], [10.035, -3.031, -0.774], [8.592, -2.629, -1.723], [9.646, -3.983, -2.224], [9.076, -2.491, -4.093], [10.618, -1.755, -4.557], [8.835, -0.084, -4.730], [9.973, 0.401, -3.462], [8.556, 1.364, -1.701], [9.369, -0.141, -1.177], [7.635, 0.084, -0.882]],
  "forces_ev_per_a": [[0.3522, -2.4754, 2.8667], [-0.8937, 1.3032, -0.0582], [-2.6516, -2.5388, -1.8475], [-3.0365, 1.6300, 0.7846], [1.0080, 1.0839, 4.4067], [-0.1555, 2.6267, -1.7194], [-0.3651, -1.2461, -0.3962], [3.1020, 5.4902, 2.5803], [-5.4382, -2.2400, 0.0139], [1.2626, -4.2306, -3.3859], [4.6161, -2.3153, -0.9730], [-0.6396, -0.2258, -1.1401], [1.5008, -0.1404, -0.7673], [0.2059, 0.2957, -0.0862], [-1.1554, 1.8861, 1.4505], [2.3701, 0.3148, -0.4243], [-0.1116, 0.9174, -1.2190], [0.0680, -0.0643, -0.2776], [-0.1125, -0.0485, 0.4836], [0.1807, 0.4730, -0.4291], [0.0993, -0.5007, 0.3861], [-0.0258, 0.1147, -0.5591], [-0.0094, -0.1433, 0.2385], [-0.1604, 0.0241, -0.0099], [-0.0643, 0.0263, 0.0454], [0.0968, -0.0518, 0.0958], [0.0929, 0.1139, -0.0058], [-0.0249, 0.0320, 0.0493], [-0.0160, -0.0142, -0.0403], [0.0409, -0.1653, 0.0034], [0.0514, 0.0645, -0.1032], [-0.0637, 0.0194, 0.0325], [-0.1949, 0.0162, 0.0284], [0.1321, 0.1667, -0.2787], [-0.2428, -0.2695, 0.4535], [0.1519, 0.6569, -0.1751], [0.0685, -0.5900, 0.2128], [0.1870, 0.3271, -0.3732], [-0.0545, -0.2317, 0.1563], [-0.1572, -0.0757, -0.0557], [-0.0699, -0.0136, 0.0279], [0.0600, -0.0421, 0.1106], [0.0274, 0.1314, 0.0737], [-0.0267, 0.0048, 0.0518], [0.0075, 0.0102, -0.0363], [0.0998, -0.1400, -0.0021], [0.0530, 0.1167, -0.0434], [-0.0806, -0.0111, -0.0007], [-0.1689, -0.0461, -0.0669], [0.1442, 0.0158, -0.2768], [-0.1997, 0.0104, 0.4139], [-0.1196, -0.1994, -0.6070], [0.1162, 0.2455, 0.5824], [0.0985, 0.1519, -0.5277], [0.0083, -0.0193, 0.3058], [0.0928, -0.1429, -0.0060], [0.0106, -0.0610, 0.0223], [-0.0709, 0.0451, 0.0961], [-0.1300, -0.0124, -0.0916], [-0.0503, -0.0460, 0.0570], [0.0584, 0.0321, -0.0246], [0.0623, 0.1348, 0.0758], [-0.0356, 0.0369, -0.1294], [0.0189, -0.0750, 0.0121], [0.1150, -0.1529, 0.0211], [0.2866, 0.0206, 0.0149], [-0.5359, -0.0467, -0.1363], [0.3841, 0.4539, 0.3050], [-0.4017, -0.4789, -0.0642], [0.5033, 0.0758, 0.1707], [-0.2302, -0.1140, -0.0665], [0.0485, 0.0403, -0.1779], [-0.0242, 0.0229, -0.0527], [-0.1095, -0.0246, 0.0541], [-0.0146, 0.1258, 0.0869], [-0.0499, 0.0209, 0.0005], [0.0435, -0.0167, 0.0037], [-0.0357, -0.1657, 0.0402], [0.0848, 0.0559, 0.0837], [-0.0152, 0.0276, -0.0776], [0.0313, 0.0134, -0.1861]],
  "gap_ev": 8.50,
  "e_lumo_ev": -0.583,
  "de_lowest_kj_mol": 391.03,
  "e_homo_ev": -9.1
}